17
Properties=species:S:1:pos:R:3:forces:R:3 method="wB97M-V/def2-TZVPD" homo_ev=-8.88 smiles="O=CN[C@H](CO)CS" multiplicity=1 orbital_gap_ev=9.6 e_tot_ev=-20713.141 de_lowest_kcal_mol=43.6
O 0.524204 -1.809751 2.052939 0.7 0.1 0.4
C 1.501930 -1.344771 1.507426 0.1 0.5 -2.1
N 1.393250 -0.469200 0.409843 0.3 0.0 1.5
C 0.009577 0.016306 0.162220 2.1 0.3 -1.1
C -0.370686 -0.601330 -1.190346 -1.9 2.5 -0.7
O -1.827317 -0.481660 -1.261226 0.0 -3.2 1.4
C -0.067281 1.578680 0.151172 0.3 -1.3 0.4
S -1.684583 2.274647 0.069538 -1.1 0.8 0.2
H 2.550144 -1.629118 1.705548 -0.2 0.0 0.3
H 2.221509 -0.152903 -0.147463 -1.3 -0.4 1.1
H -0.573209 -0.366354 0.971723 -0.5 -0.3 0.3
H -0.046369 -1.695419 -1.362091 0.0 2.1 0.0
H -0.155591 0.292144 -1.924843 0.7 -2.6 0.5
H -2.100005 -1.230906 -0.626919 -0.1 1.8 -1.5
H 0.237003 2.005729 1.110737 0.5 -0.4 -0.1
H 0.565614 1.958176 -0.634146 0.4 0.2 -0.3
H -2.178191 1.655728 -0.994114 0.0 -0.2 -0.3